1.
The following is a DFT calculation (ωB97M-V/def2-TZVPD) of a molecular structure, C27H35N6O5PRuS3.

Each line ends with the Mulliken spin population.
CARTESIAN COORDINATES (ANGSTROEM)
Ru1 -0.082 -0.394 0.352  0.885
C1 6.254 -4.590 -2.202  0.000
C2 5.415 -3.410 -1.867  0.000
C3 4.497 -3.462 -0.816  -0.002
C4 3.676 -2.385 -0.538  0.000
C5 3.786 -1.232 -1.300  0.003
C6 4.703 -1.139 -2.331  0.000
C7 5.509 -2.229 -2.608  0.000
S1 2.610 0.045 -0.950  0.015
O1 3.117 1.389 -1.203  0.001
O2 1.390 -0.249 -1.706  0.015
N1 2.113 -0.135 0.579  0.057
C8 2.673 0.026 1.788  -0.026
C9 4.037 -0.031 2.088  0.041
C10 4.468 0.053 3.413  -0.018
C11 3.580 0.244 4.448  0.043
C12 2.195 0.351 4.198  -0.016
C13 1.238 0.597 5.205  0.015
C14 -0.091 0.673 4.867  -0.012
C15 -0.461 0.461 3.532  0.020
N2 0.415 0.227 2.572  -0.110
C16 1.731 0.200 2.865  0.022
H1 6.123 -5.390 -1.480  0.000
H2 7.307 -4.318 -2.237  0.000
H3 5.993 -4.965 -3.191  0.000
H4 4.421 -4.355 -0.217  0.000
H5 2.954 -2.425 0.267  0.000
H6 4.784 -0.232 -2.906  0.000
H7 6.216 -2.170 -3.418  0.000
H8 4.752 -0.179 1.292  0.001
H9 5.523 -0.037 3.629  0.000
H10 3.919 0.305 5.470  0.001
H11 1.571 0.724 6.226  0.000
H12 -0.850 0.869 5.610  0.000
H13 -1.504 0.464 3.229  0.000
C17 -4.260 1.541 -0.796  -0.001
S2 -3.196 0.190 -1.403  0.001
C18 -4.403 -1.165 -1.230  0.006
O3 -2.236 -0.041 -0.255  0.026
H14 -5.139 1.611 -1.430  0.000
H15 -3.691 2.463 -0.862  0.001
H16 -4.547 1.344 0.232  0.000
H17 -5.220 -0.998 -1.925  0.001
H18 -4.774 -1.217 -0.211  0.000
H19 -3.907 -2.097 -1.482  -0.001
N3 1.760 3.400 -2.262  0.000
C19 1.171 4.274 -1.232  -0.001
P1 -0.135 3.322 -0.267  -0.004
O4 -1.515 3.688 -0.716  0.000
O5 0.266 1.885 -0.277  0.006
C20 -0.109 4.091 1.472  0.000
N4 -1.518 4.478 1.671  0.000
H20 2.356 3.935 -2.902  0.000
H21 1.025 2.933 -2.803  0.000
H22 2.334 2.609 -1.799  -0.003
H23 0.689 5.140 -1.692  0.000
H24 1.961 4.612 -0.560  0.000
H25 0.535 4.968 1.504  0.000
H26 0.238 3.377 2.219  0.001
H27 -1.646 5.445 1.981  0.000
H28 -2.023 3.852 2.302  0.000
H29 -1.901 4.331 0.647  0.000
N5 0.215 -2.815 -2.410  0.007
C21 0.084 -3.359 -1.204  0.001
N6 -0.148 -2.681 -0.103  0.016
C22 -0.259 -3.503 0.988  0.011
C23 -0.537 -3.073 2.282  0.011
C24 -0.603 -4.006 3.295  0.003
C25 -0.417 -5.367 3.021  0.001
C26 -0.173 -5.817 1.736  0.000
C27 -0.091 -4.879 0.719  0.000
S3 0.192 -5.109 -0.983  0.000
H30 0.364 -1.810 -2.471  -0.002
H31 0.428 -3.397 -3.206  0.000
H32 -0.716 -2.009 2.439  -0.015
H33 -0.815 -3.698 4.308  0.000
H34 -0.483 -6.079 3.829  0.000
H35 -0.054 -6.868 1.530  0.000

## Properties
**Total charge**: +3
**Spin multiplicity**: 2
**ΔE to the lowest compared entry with this formula, charge and spin**: 288.9 kJ/mol
**Frontier orbital gap (alpha / beta)**: 5.3 / 5.0 eV



2.
The following is a DFT calculation (ωB97M-V/def2-TZVPD) of 4 unconnected molecules or ions with the total composition C19H44N2O8.

Each line ends with the Mulliken charge.
CARTESIAN COORDINATES (ANGSTROEM)
C1 -0.333 -2.404 -1.748  -0.581
O1 -1.692 -2.610 -2.084  -0.458
C2 -2.068 -2.379 -3.424  -0.826
C3 -2.860 -1.079 -3.627  -0.143
N1 -4.178 -1.199 -2.964  -0.311
C4 -4.225 -0.252 -1.909  0.256
O2 -4.867 -0.381 -0.905  -0.553
C5 -3.298 0.892 -2.255  -0.909
C6 -2.177 0.165 -3.001  1.436
C7 -1.351 1.032 -3.954  -1.210
N2 -0.014 0.527 -4.276  -0.574
H1 0.291 -2.299 -2.644  0.221
H2 0.036 -3.261 -1.176  0.314
H3 -0.201 -1.508 -1.128  0.230
H4 -1.189 -2.403 -4.084  0.326
H5 -2.729 -3.203 -3.724  0.417
H6 -3.019 -0.959 -4.710  0.418
H7 -4.974 -1.130 -3.583  0.346
H8 -3.832 1.596 -2.907  0.272
H9 -2.941 1.404 -1.361  0.292
H10 -1.494 -0.194 -2.227  -0.342
H11 -1.881 1.174 -4.905  0.501
H12 -1.244 2.032 -3.511  0.346
H13 0.432 0.143 -3.449  0.189
H14 -0.060 -0.218 -4.963  0.312
C8 2.585 -0.271 -0.062  -0.939
O3 2.697 -1.496 -0.760  -0.271
C9 3.692 -1.485 -1.773  -0.470
C10 4.955 -2.186 -1.327  -0.646
O4 5.595 -1.490 -0.274  -0.391
C11 5.370 -2.057 1.005  -0.658
H15 1.906 -0.437 0.773  0.273
H16 3.552 0.062 0.323  0.443
H17 2.169 0.513 -0.705  0.321
H18 3.925 -0.457 -2.067  0.372
H19 3.285 -2.004 -2.648  0.389
H20 5.651 -2.237 -2.170  0.404
H21 4.718 -3.211 -1.020  0.323
H22 5.879 -3.022 1.100  0.381
H23 4.304 -2.194 1.202  0.262
H24 5.780 -1.376 1.746  0.198
C12 -6.254 2.461 0.102  -0.723
O5 -6.022 3.687 0.778  -0.402
C13 -4.837 4.339 0.365  -0.127
C14 -5.113 5.467 -0.604  -0.508
O6 -5.619 4.993 -1.841  -0.360
C15 -7.020 5.136 -1.973  -0.749
H25 -7.239 2.108 0.402  0.340
H26 -6.239 2.596 -0.983  0.266
H27 -5.512 1.708 0.375  0.335
H28 -4.147 3.623 -0.095  -0.050
H29 -4.352 4.750 1.257  0.387
H30 -4.179 5.999 -0.811  0.384
H31 -5.814 6.176 -0.152  0.337
H32 -7.301 6.192 -2.056  0.315
H33 -7.551 4.691 -1.128  0.329
H34 -7.312 4.623 -2.888  0.247
C16 3.879 -2.942 4.380  -0.850
O7 4.928 -2.010 4.196  -0.283
C17 4.655 -0.729 4.740  -0.399
C18 5.372 -0.512 6.053  -0.678
O8 4.886 -1.372 7.068  -0.371
C19 5.724 -2.482 7.325  -0.670
H35 4.249 -3.912 4.052  0.248
H36 3.579 -3.008 5.429  0.417
H37 3.006 -2.674 3.774  0.308
H38 3.578 -0.597 4.881  0.362
H39 4.997 0.021 4.019  0.364
H40 5.208 0.519 6.381  0.391
H41 6.449 -0.656 5.913  0.340
H42 6.663 -2.165 7.793  0.326
H43 5.952 -3.036 6.410  0.278
H44 5.192 -3.134 8.014  0.238

## Properties
**Spin multiplicity**: 1
**Structure (SMILES)**: COC[C@H]1NC(=O)C[C@@H]1CN.COCCOC.COCCOC.COCCOC
**Frontier orbital gap**: 9.7 eV



3.
The following is a DFT calculation (ωB97M-V/def2-TZVPD) of a molecular structure, C44H73KO51S7.

Each line ends with the Mulliken charge.
CARTESIAN COORDINATES (ANGSTROEM)
K1 19.999 16.965 13.882  1.258
C1 17.093 15.047 16.786  0.760
C2 18.115 15.759 15.948  0.275
O1 19.286 15.465 16.122  0.400
O2 17.699 16.624 15.130  -0.250
H1 17.220 15.313 17.856  -0.459
H2 17.134 13.972 16.680  -1.344
H3 16.117 15.485 16.568  0.070
C3 23.225 22.171 12.569  -0.405
C4 24.587 21.469 12.414  -0.428
O3 24.339 20.312 13.202  -0.263
S1 23.415 20.657 14.443  0.883
O4 24.260 20.969 15.536  -0.731
O5 22.354 19.699 14.513  -0.132
O6 22.876 22.068 13.892  -0.213
H4 22.537 21.650 11.864  0.136
H5 23.150 23.204 12.342  0.491
H6 25.455 21.938 12.886  0.297
H7 24.753 21.120 11.413  0.294
C5 15.826 15.162 13.076  0.295
C6 16.110 13.802 13.737  1.099
O7 14.966 13.053 13.696  -0.382
S2 13.650 14.015 13.684  1.064
O8 12.982 13.938 14.941  -0.361
O9 12.983 13.899 12.434  -0.619
O10 14.529 15.359 13.669  -0.254
H8 15.767 15.080 12.024  1.037
H9 16.404 15.983 13.476  -1.181
H10 16.395 14.062 14.779  -0.401
H11 16.911 13.187 13.407  -0.148
C7 24.797 17.241 14.827  -0.151
C8 25.426 17.931 16.004  -0.307
O11 24.860 17.307 17.225  -0.435
S3 24.259 15.804 16.857  0.961
O12 22.901 15.880 17.122  -0.153
O13 25.130 14.771 17.305  -0.751
O14 24.444 15.868 15.194  -0.118
H12 25.542 17.271 14.040  0.374
H13 23.952 17.675 14.375  0.019
H14 25.326 19.006 16.046  0.285
H15 26.489 17.639 16.007  0.347
C9 16.954 14.730 21.884  -0.023
C10 18.380 14.376 21.420  -0.049
O15 19.114 15.632 21.638  -0.454
S4 18.230 16.930 21.276  0.864
O16 18.296 17.172 19.923  -0.134
O17 18.316 17.917 22.293  -0.639
O18 16.736 16.163 21.573  -0.360
H16 16.873 14.574 22.968  0.346
H17 16.210 14.109 21.364  0.030
H18 18.385 14.193 20.360  -0.189
H19 18.793 13.514 21.972  0.483
C11 19.477 12.094 15.610  1.350
C12 19.866 12.376 14.190  0.732
O19 18.749 11.868 13.486  -0.471
S5 18.506 10.348 14.142  1.254
O20 19.569 9.564 13.667  -0.618
O21 17.132 10.072 13.966  -0.526
O22 18.853 10.736 15.676  -0.371
H20 18.722 12.779 16.026  -1.060
H21 20.306 12.044 16.287  -0.187
H22 20.708 11.715 13.972  0.543
H23 19.984 13.476 14.145  -0.606
C13 17.222 14.337 9.291  -0.598
C14 17.544 13.404 10.377  -0.119
O23 18.999 13.766 10.564  -0.425
S6 18.934 15.405 10.712  0.823
O24 20.092 15.991 10.137  -0.646
O25 18.448 15.596 12.044  0.342
O26 17.711 15.629 9.706  -0.397
H24 16.159 14.401 9.018  0.384
H25 17.675 13.996 8.393  0.376
H26 17.484 12.373 10.174  0.562
H27 17.059 13.717 11.290  -0.186
C15 20.695 14.110 18.570  0.350
C16 21.531 14.423 19.772  -0.006
O27 21.684 13.141 20.484  -0.473
S7 20.980 11.972 19.717  1.332
O28 20.207 11.263 20.647  -0.613
O29 21.880 11.450 18.789  -0.604
O30 19.944 12.898 18.824  0.303
H28 21.447 13.952 17.726  -0.646
H29 19.896 14.836 18.376  -0.186
H30 20.917 15.052 20.418  0.158
H31 22.481 14.891 19.577  0.277
C17 17.758 23.446 15.176  -1.252
C18 17.981 22.766 13.888  0.422
C19 19.435 22.891 13.295  -0.605
O31 19.884 21.535 13.068  -0.235
C20 18.927 20.663 13.523  -0.307
O32 18.994 19.453 13.512  -0.188
O33 17.845 21.333 14.003  0.060
H32 18.344 22.985 15.982  0.132
H33 16.704 23.426 15.453  0.411
H34 18.042 24.498 15.022  0.407
H35 17.228 23.065 13.148  0.293
H36 20.160 23.275 14.035  0.335
H37 19.438 23.408 12.313  0.348
C21 15.026 20.260 13.814  -1.544
C22 15.271 18.752 13.793  1.649
C23 14.800 18.001 14.999  1.065
O34 13.415 17.810 14.635  -0.477
C24 13.334 17.759 13.257  0.432
O35 12.447 17.341 12.621  -0.548
O36 14.520 18.160 12.732  -0.562
H38 15.137 20.708 12.861  0.431
H39 15.720 20.727 14.513  0.043
H40 13.982 20.362 14.119  0.402
H41 16.291 18.415 13.531  -0.391
H42 14.767 18.529 15.975  0.464
H43 15.320 17.103 15.215  -0.953
C25 12.212 18.210 18.526  -1.263
C26 12.725 17.055 19.426  0.295
C27 11.920 15.813 19.262  -0.571
O37 12.908 14.796 19.558  -0.272
C28 14.105 15.314 19.346  0.504
O38 15.131 14.668 19.395  -0.497
O39 14.085 16.621 19.128  -0.249
H44 11.199 18.324 18.889  0.458
H45 12.301 17.975 17.432  0.171
H46 12.840 19.090 18.704  0.354
H47 12.757 17.324 20.459  0.337
H48 11.611 15.599 18.248  0.312
H49 11.059 15.641 19.897  0.381
C29 25.707 13.018 13.963  -1.477
C30 24.239 12.909 13.664  0.393
C31 23.297 12.895 14.912  -1.002
O40 22.343 13.939 14.642  0.292
C32 22.688 14.578 13.564  -0.297
O41 22.086 15.604 13.145  -0.704
O42 23.771 14.063 12.958  -0.378
H50 26.227 12.752 13.029  0.453
H51 25.962 12.166 14.585  0.408
H52 26.045 13.996 14.350  0.171
H53 24.057 11.990 13.100  0.485
H54 23.808 13.084 15.834  0.214
H55 22.834 11.955 15.102  0.859
C33 17.298 11.288 18.827  -1.339
C34 15.836 11.147 18.428  1.163
C35 15.626 11.422 16.933  1.338
O43 14.691 10.420 16.574  -0.542
C36 14.622 9.395 17.494  0.445
O44 13.995 8.424 17.313  -0.539
O45 15.344 9.776 18.571  -0.469
H56 17.923 10.630 18.223  0.261
H57 17.454 11.160 19.881  0.550
H58 17.613 12.307 18.614  0.025
H59 15.211 11.779 19.051  -0.083
H60 16.540 11.171 16.401  -0.811
H61 15.271 12.435 16.720  -0.055
C37 17.514 19.276 17.031  -0.128
C38 18.718 19.908 17.678  0.035
C39 20.017 19.076 17.560  0.521
O46 21.034 20.043 17.384  -0.412
C40 20.472 21.121 16.821  0.512
O47 21.113 22.007 16.301  -0.597
O48 19.150 21.085 17.001  -0.295
H62 17.961 18.681 16.237  -0.449
H63 16.809 19.952 16.591  0.315
H64 17.103 18.434 17.640  0.235
H65 18.525 20.207 18.698  0.220
H66 19.870 18.443 16.661  -0.106
H67 20.236 18.541 18.475  0.225
C41 11.172 11.551 17.381  -0.967
C42 10.540 10.717 18.434  0.553
C43 11.400 10.402 19.669  -0.226
O49 10.461 10.523 20.765  -0.419
C44 9.361 11.232 20.378  0.646
O50 8.555 11.660 21.131  -0.554
O51 9.400 11.399 19.093  -0.393
H68 12.074 11.037 17.015  0.254
H69 11.376 12.602 17.736  -0.005
H70 10.452 11.665 16.558  0.427
H71 10.074 9.773 18.062  0.222
H72 12.169 11.140 19.798  0.181
H73 11.884 9.453 19.848  0.274

## Properties
**Spin multiplicity**: 1
**Frontier orbital gap**: 9.0 eV